Record 1
{"formula": "C5H4CeNO5", "method": "ωB97M-V/def2-TZVPD", "fmax_ha_per_bohr": 0.216, "e_above_lowest_ev": 2.2002, "gap_ev": 6.87, "total_charge": 3, "species": ["O", "C", "Ce", "O", "C", "C", "O", "C", "O", "C", "O", "H", "N", "H", "H", "H"], "xyz": [[1.5571, 1.3916, -4.6882], [0.9830, 1.1597, -3.7248], [0.0440, -0.3809, 0.1129], [-1.7872, 1.6632, -2.0491], [-1.2907, 1.0116, -1.2110], [-2.0231, -0.5348, 1.8389], [-2.8803, -0.5069, 2.6246], [1.1008, -1.9908, 1.5113], [1.7618, -2.8020, 1.9866], [-1.0896, -2.2299, -0.8347], [-1.4024, -3.1078, -1.5325], [1.4246, -0.5801, -1.1582], [0.7712, 1.4749, 1.6091], [1.7991, 1.6248, 1.5241], [0.6360, 1.4038, 2.6231], [0.3957, 2.4037, 1.3678]], "atomic_forces_ev_per_a": [[-1.87, -0.70, 3.03], [1.88, 0.57, -2.80], [3.00, 2.99, 0.75], [2.86, -3.89, 5.20], [-5.35, 6.23, -7.46], [-5.04, 0.12, 4.62], [4.56, -0.18, -4.21], [4.35, -5.97, 3.99], [-2.82, 3.46, -1.93], [-3.38, -7.61, -5.27], [1.63, 4.78, 3.87], [0.09, 0.01, 0.01], [0.66, 0.29, -0.01], [-0.41, -0.08, 0.03], [-0.10, 0.03, 0.07], [-0.06, -0.06, 0.10]]}


Record 2
{"formula": "C5H4Cl2S", "method": "ωB97M-V/def2-TZVPD", "fmax_ha_per_bohr": 0.093, "e_above_lowest_ev": 2.7384, "gap_ev": 9.02, "total_charge": 0, "species": ["C", "C", "C", "C", "C", "H", "H", "H", "H", "S", "Cl", "Cl"], "xyz": [[0.8463, -0.6343, 0.1338], [-0.1679, -0.3217, -0.9581], [-0.2726, -0.4314, 1.0603], [-0.7292, 0.9747, 0.7250], [-0.5620, 1.1021, -0.6253], [0.1802, -0.5117, -1.9941], [0.0916, -0.7412, 2.0335], [-1.0593, 1.7616, 1.2434], [-0.9630, 1.8103, -1.3599], [-1.2060, -1.4785, -0.1771], [2.2489, 0.6105, -0.0838], [1.5929, -2.1405, 0.0024]], "atomic_forces_ev_per_a": [[1.77, 2.57, -3.26], [2.45, 0.58, -4.07], [0.33, 0.19, 2.37], [1.35, -0.96, -4.10], [-1.73, -1.56, 1.85], [-0.42, -0.06, 0.54], [-1.30, -0.02, 0.69], [-1.19, 2.31, 2.83], [0.60, -0.08, 0.64], [-2.65, -0.88, 1.30], [-0.38, -0.36, 0.83], [1.18, -1.74, 0.39]]}


Record 3
{"formula": "C5H4ClF3NO2S", "method": "ωB97M-V/def2-TZVPD", "fmax_ha_per_bohr": 0.078, "e_above_lowest_ev": 2.3610, "gap_ev": [7.85, 7.85], "total_charge": -1, "species": ["C", "C", "C", "C", "C", "N", "O", "O", "F", "F", "F", "S", "Cl", "H", "H", "H", "H"], "xyz": [[0.9724, -0.3110, 2.1370], [-1.1244, -0.1471, 0.4980], [-0.8651, 1.7518, -0.7145], [0.4069, 0.0842, 0.6770], [1.1500, -1.5054, -0.8997], [-1.5265, 0.5637, -0.7855], [0.4617, 0.4663, 2.9459], [1.6731, -1.2685, 2.2844], [1.4697, -2.7881, -0.6201], [0.3916, -1.4668, -2.0073], [2.4170, -1.0376, -1.1633], [0.8278, 1.6130, 0.0054], [-0.8734, 2.4715, -2.3903], [-1.2912, -1.1526, 0.3727], [-1.5898, 0.1689, 1.4077], [-1.4664, 2.4956, -0.1720], [-1.0334, 0.0621, -1.5755]], "atomic_forces_ev_per_a": [[-1.23, 0.94, -0.65], [1.81, 1.74, -1.38], [-0.20, 3.52, -0.55], [0.03, -2.33, -0.90], [1.54, 1.82, 3.20], [0.54, -3.19, 0.54], [-0.58, 0.96, 0.39], [1.49, -1.82, -0.27], [-1.39, -0.46, 0.02], [0.07, -0.27, -0.77], [-0.64, 0.82, -0.88], [-0.25, -0.19, -0.25], [0.38, 0.11, 0.05], [-0.47, -2.37, -0.25], [-0.64, 0.79, 0.27], [0.52, -0.19, 0.21], [-0.97, 0.11, 1.22]]}


Record 4
{"formula": "C5H4ClNS", "method": "ωB97M-V/def2-TZVPD", "fmax_ha_per_bohr": 0.048, "e_above_lowest_ev": 0.8642, "smiles": "CC1=NC(=S)C=C1Cl", "gap_ev": 7.46, "total_charge": 0, "species": ["C", "C", "N", "C", "S", "C", "C", "Cl", "H", "H", "H", "H"], "xyz": [[1.2676, 1.1162, -1.0556], [0.2771, 0.1304, -0.3861], [-0.1412, -0.9540, -0.8969], [-0.9768, -1.5931, 0.0334], [-1.5133, -3.0888, -0.2243], [-1.2164, -0.6800, 1.1475], [-0.4395, 0.3960, 0.9056], [-0.0703, 1.6857, 2.0309], [1.0320, 2.2082, -1.0067], [2.2232, 1.0521, -0.4498], [1.3883, 0.7028, -2.0484], [-1.8308, -0.9756, 1.9505]], "atomic_forces_ev_per_a": [[0.12, -0.86, 1.75], [0.00, 2.47, -0.11], [1.21, -0.41, -1.14], [-0.42, -0.03, -0.63], [-0.09, 0.12, 0.35], [0.73, 0.56, -0.36], [0.07, -0.62, 1.41], [-0.29, -0.55, -0.87], [-0.42, -1.10, -0.19], [-0.80, -0.15, -0.85], [0.37, 0.41, -0.26], [-0.47, 0.16, 0.90]]}


Record 5
{"formula": "C5H4ClO2", "method": "ωB97M-V/def2-TZVPD", "fmax_ha_per_bohr": 0.133, "e_above_lowest_ev": 0.4268, "smiles": "O=C([O-])/C=C/C=C/Cl", "gap_ev": 7.29, "total_charge": -1, "species": ["O", "C", "O", "C", "C", "C", "C", "Cl", "H", "H", "H", "H"], "xyz": [[0.4050, -2.1229, 2.5555], [-0.0063, -0.9881, 2.3956], [-0.1144, -0.0627, 3.2364], [-0.5617, -0.7992, 0.8780], [0.1131, 0.2692, 0.1977], [-0.0726, 0.4015, -1.2274], [0.3534, 1.2876, -2.2026], [0.0690, 0.9986, -3.8705], [-1.1232, -1.5496, 0.4336], [0.5683, 0.9822, 0.8471], [-0.4872, -0.5554, -1.4460], [0.8566, 2.1387, -1.7974]], "atomic_forces_ev_per_a": [[0.88, -1.76, -0.13], [-2.18, 1.27, -0.05], [0.16, -0.05, -1.17], [4.65, 4.86, 1.10], [-2.89, -2.44, 1.55], [1.16, 0.43, -1.55], [-1.13, -2.22, 3.54], [0.11, 0.28, -0.22], [-0.93, -1.28, -0.95], [0.53, 0.46, 0.20], [-0.74, -0.37, -1.47], [0.37, 0.81, -0.84]]}


Record 6
{"formula": "C5H4CoO2", "method": "ωB97M-V/def2-TZVPD", "fmax_ha_per_bohr": 0.141, "gap_ev": [7.47, 6.48], "spin_multiplicity": 6, "total_charge": 2, "species": ["O", "C", "C", "C", "C", "H", "H", "H", "C", "O", "Co", "H"], "xyz": [[-0.9124, 1.9697, -0.3636], [-1.9455, 1.3947, -0.2410], [-2.3520, 0.2925, 0.5485], [-3.6095, -0.2370, 0.4134], [-4.8003, 0.2199, -0.1442], [-1.5923, -0.1425, 1.2033], [-5.3878, 0.8830, 0.5089], [-5.4486, -0.4979, -0.6613], [-4.3426, 1.3792, -1.8126], [-3.2814, 2.1379, -1.4509], [-5.2348, 3.0322, -2.3390], [-4.0125, 0.5234, -2.4365]], "atomic_forces_ev_per_a": [[-5.12, -1.89, -0.17], [6.64, 2.83, 0.20], [-3.30, -1.79, -0.16], [3.68, 1.29, 0.88], [-2.18, 0.53, -2.12], [0.10, 0.03, -0.40], [0.37, 0.28, -0.43], [0.21, -0.01, 0.27], [1.77, 0.27, 1.29], [-1.64, -1.36, 0.54], [0.00, 0.02, -0.07], [-0.53, -0.20, 0.17]]}